The following is a quantum chemistry calculation of a structure of composition C20H31As2HfN6O11P2S, from the OMol25 dataset.

Summary:
* energy above the lowest of the compared OMol25 structures with the same formula, charge and spin: 1.115 eV
* highest occupied orbital energy: -12.25 eV
* frontier orbital gap: 0.32122 hartree
* charge: +1

Element x y z (Å)
1 Hf 0.113 1.618 -0.383
2 C 1.472 0.186 3.601
3 As 0.811 1.561 2.406
4 C -0.552 2.406 3.489
5 C 2.246 2.868 2.347
6 C 2.365 3.836 3.339
7 C 3.350 4.809 3.258
8 C 4.224 4.823 2.180
9 C 4.117 3.860 1.188
10 C 3.134 2.879 1.262
11 As 2.976 1.527 -0.120
12 C 4.208 0.167 0.516
13 C 3.945 2.226 -1.639
14 H 1.880 0.660 4.492
15 H 2.244 -0.420 3.132
16 H 0.630 -0.448 3.874
17 H -0.218 2.565 4.512
18 H -1.426 1.756 3.490
19 H -0.815 3.352 3.018
20 H 1.681 3.842 4.178
21 H 3.430 5.559 4.034
22 H 4.989 5.585 2.109
23 H 4.800 3.882 0.349
24 H 5.187 0.629 0.629
25 H 4.262 -0.640 -0.214
26 H 3.897 -0.231 1.480
27 H 4.996 2.370 -1.398
28 H 3.481 3.159 -1.946
29 H 3.855 1.502 -2.448
30 O -2.223 1.662 -3.512
31 P -0.830 2.325 -3.223
32 O -0.124 3.028 -4.279
33 O -0.129 1.205 -2.401
34 O -1.259 3.388 -2.007
35 P -0.222 4.133 -1.047
36 O -0.308 5.666 -1.231
37 O 1.104 3.437 -1.320
38 O -0.618 3.629 0.329
39 H -2.952 2.229 -3.818
40 H -0.238 6.005 -2.136
41 N -4.679 2.921 -2.592
42 C -4.367 2.545 -1.547
43 N -4.018 2.112 -0.340
44 C -2.910 1.602 -0.097
45 N -1.883 1.091 0.225
46 C -5.013 -6.227 -2.220
47 C -4.164 -5.140 -1.572
48 S -2.918 -5.910 -0.556
49 O -2.028 -6.651 -1.411
50 O -3.569 -6.541 0.555
51 C -1.967 -4.532 0.090
52 C -0.887 -4.122 -0.901
53 N -0.222 -2.874 -0.489
54 C -0.589 -1.632 -0.859
55 N 0.244 -0.722 -0.327
56 C 1.160 -1.415 0.409
57 C 0.880 -2.735 0.329
58 N 1.568 -3.785 1.028
59 O 2.585 -3.453 1.601
60 O 1.090 -4.900 1.006
61 C -1.779 -1.368 -1.707
62 H -5.776 -5.774 -2.851
63 H -5.507 -6.829 -1.460
64 H -4.396 -6.879 -2.836
65 H -4.748 -4.497 -0.912
66 H -3.645 -4.531 -2.315
67 H -1.533 -4.905 1.018
68 H -2.661 -3.722 0.322
69 H -1.301 -3.955 -1.892
70 H -0.143 -4.904 -0.985
71 H 1.958 -0.955 0.956
72 H -1.884 -2.128 -2.479
73 H -1.695 -0.404 -2.192
74 H -2.681 -1.372 -1.092

Forces on atoms 1 to 3 (eV/Å):
Hf -0.139 -0.654 -0.313
C -0.057 -0.099 -0.043
As -0.014 0.336 0.073

Atomic partial charges in e from the Löwdin method, atoms 1 to 5: Hf 1.419; C -0.251; As 1.102; C -0.268; C -0.413


The following is a quantum chemistry calculation of a structure of composition C20H31BN10O2RuSSe2, from the OMol25 dataset.

Summary:
* multiplicity: 6
* energy above the lowest of the compared OMol25 structures with the same formula, charge and spin: 0.000 eV
* highest occupied orbital energy (alpha / beta): -10.18 / -10.18 eV
* frontier orbital gap (alpha / beta): 0.28951 / 0.19246 hartree
* charge: +1

Element x y z (Å)
1 Ru -0.921 1.178 -0.199
2 N 4.224 -5.161 2.802
3 C 3.782 -3.986 2.263
4 C 2.559 -3.931 1.578
5 C 2.137 -2.753 0.998
6 C 2.915 -1.608 1.110
7 C 4.122 -1.641 1.795
8 C 4.553 -2.820 2.365
9 S 2.459 -0.147 0.268
10 O 2.503 -0.381 -1.154
11 O 3.188 0.971 0.787
12 N 0.844 0.055 0.609
13 C 0.486 0.161 1.929
14 N 1.293 -0.001 2.978
15 C 0.764 0.237 4.166
16 C -0.551 0.672 4.358
17 C -1.308 0.821 3.221
18 N -0.797 0.527 2.025
19 H 3.628 -5.967 2.825
20 H 5.051 -5.180 3.369
21 H 1.949 -4.823 1.502
22 H 1.206 -2.723 0.447
23 H 4.710 -0.737 1.885
24 H 5.496 -2.848 2.897
25 H 1.424 0.093 5.014
26 H -0.946 0.892 5.337
27 H -2.333 1.177 3.243
28 C 0.792 -4.489 -3.521
29 Se 0.396 -2.893 -2.472
30 C 1.317 -1.605 -3.630
31 C 0.338 -0.659 -4.295
32 Se -0.694 0.580 -3.154
33 C -2.431 -0.263 -3.367
34 H 1.851 -4.722 -3.454
35 H 0.501 -4.338 -4.557
36 H 0.212 -5.307 -3.099
37 H 1.838 -2.196 -4.383
38 H 2.048 -1.087 -3.026
39 H -0.406 -1.221 -4.857
40 H 0.842 0.034 -4.970
41 H -2.610 -0.406 -4.429
42 H -3.183 0.422 -2.973
43 H -2.438 -1.217 -2.844
44 B -3.185 2.979 0.380
45 N -2.064 3.560 1.267
46 C -1.992 4.599 2.112
47 C -0.676 4.751 2.508
48 C 0.017 3.746 1.833
49 N -0.832 3.049 1.081
50 N -2.854 3.391 -1.061
51 C -3.260 4.437 -1.790
52 C -2.334 4.661 -2.791
53 C -1.357 3.689 -2.592
54 N -1.682 2.914 -1.554
55 H -4.275 3.304 0.742
56 H -3.018 1.749 0.412
57 H -2.877 5.156 2.372
58 H -0.276 5.479 3.191
59 H 1.068 3.499 1.847
60 H -4.174 4.952 -1.544
61 H -2.357 5.420 -3.552
62 H -0.454 3.514 -3.150
63 N -1.896 -1.848 -0.009
64 N -2.465 -0.538 -0.041
65 H -2.607 -2.523 0.257
66 H -1.167 -1.852 0.695
67 H -2.967 -0.300 0.813
68 H -3.126 -0.496 -0.811

Forces on atoms 1 to 3 (eV/Å):
Ru 0.580 0.041 -0.465
N 0.012 0.004 -0.028
C -0.009 -0.019 0.010

Atomic partial charges in e from the Löwdin method, atoms 1 to 5: Ru 1.484; N 0.120; C -0.311; C -0.019; C -0.082


> energy above the lowest of the compared OMol25 structures with the same formula, charge and spin of number 1 (C20H31As2HfN6O11P2S)?

1.115 eV